[1]
Computed, not measured: a cluster of 2 separate species, C5H5BrN2O in total at a distorted geometry, with ωB97M-V/def2-TZVPD.

XYZ file:
```
14
Properties=species:S:1:pos:R:3:forces:R:3:mulliken_charge:R:1
C -1.595352 0.300758 -0.025281 -0.066 0.371 0.020 -0.675
C -0.612540 -0.692255 -0.028333 0.324 -0.181 -0.005 -0.231
C -0.955481 1.516712 -0.006959 -0.365 -0.030 0.023 -0.383
C 0.623155 -0.050475 -0.014524 -0.339 -0.403 0.037 0.707
C 1.941979 -0.573897 -0.018321 2.487 -3.321 -0.200 -0.409
N 2.179678 -1.934741 -0.042788 0.878 -0.920 -0.019 -0.053
N 0.379509 1.299092 0.002385 0.333 0.290 -0.023 -0.054
O 1.192265 -2.704889 -0.012056 -0.087 -0.057 -0.030 -0.548
Br 3.450902 0.556699 -0.048192 -0.114 -0.129 0.005 -0.214
H -2.653463 0.135982 -0.025775 -0.229 0.052 -0.013 0.411
H -0.760223 -1.750966 -0.040413 0.026 -0.076 0.013 0.493
H -1.362290 2.507774 0.010329 -0.003 0.212 -0.014 0.412
H 3.297254 -2.829751 -0.099596 -2.745 4.324 0.190 0.362
H 1.091838 2.012553 -0.003333 -0.099 -0.132 0.015 0.181
```
Positions in Å, forces in eV/Å.

As for the molecular weight: 189.012 g/mol. The LUMO energy (alpha / beta) is -0.21 / -0.21 eV. The HOMO energy (alpha / beta) comes out at -0.2800 / -0.2802 Ha.


[2]
Computed, not measured: a structure of composition C24H37Cl2FN3OOsS2, with ωB97M-V/def2-TZVPD.

XYZ file:
```
71
Properties=species:S:1:pos:R:3:forces:R:3:mulliken_charge:R:1
Os -0.542032 0.725998 0.258878 0.018 -0.067 0.501 1.940
C 2.981136 -1.737158 3.156281 0.027 -0.017 -0.005 -1.673
C 1.562525 -1.447023 3.657857 -0.035 -0.028 0.032 0.959
C 1.302185 -2.190580 4.975140 0.003 0.003 -0.006 -1.713
C 1.358403 0.050206 3.820764 -0.015 0.050 0.030 0.931
C 2.217946 0.683496 4.713625 0.001 0.012 0.019 -0.797
C 2.229046 2.051850 4.878288 0.002 0.026 -0.008 -1.559
C 1.374340 2.853066 4.123019 0.072 -0.016 0.061 -1.026
C 0.507732 2.304021 3.206561 -0.091 -0.032 -0.020 0.864
C -0.454197 3.257582 2.519933 -0.026 0.052 0.047 -0.368
C -0.183681 3.420874 1.044005 -0.058 -0.147 0.187 0.156
C -1.921370 3.019180 2.881162 -0.014 0.028 0.022 -1.247
C 0.471817 0.880869 3.068900 0.069 0.074 0.038 0.125
N -0.402252 0.314998 2.134107 -0.074 -0.128 -0.279 0.831
C -1.138484 -0.822330 2.508120 0.063 -0.106 -0.107 -0.308
C -1.644086 -1.053604 3.786526 0.055 -0.005 -0.007 -0.403
C -2.370793 -2.208985 4.025232 -0.033 -0.055 0.025 -0.958
C -2.582184 -3.142954 3.017616 -0.026 -0.010 0.045 -0.654
C -2.100649 -2.931801 1.721581 -0.010 0.015 0.012 -0.983
C -1.427228 -1.768378 1.522751 0.066 0.123 -0.015 0.910
F -0.921051 -1.456525 0.232251 0.087 0.155 0.202 -0.372
H 3.098590 -2.808590 2.991990 0.002 0.010 0.000 0.495
H 3.738031 -1.432159 3.879087 -0.009 -0.004 -0.015 0.393
H 3.172890 -1.219999 2.216569 0.005 0.003 -0.011 0.280
H 0.886225 -1.845709 2.907437 -0.067 0.009 -0.056 0.005
H 2.063751 -1.954202 5.718500 -0.007 0.007 0.000 0.409
H 1.339407 -3.266463 4.805189 0.007 0.007 -0.002 0.456
H 0.331928 -1.944881 5.406810 0.009 -0.013 -0.007 0.352
H 2.904306 0.079888 5.291736 -0.003 0.006 -0.010 0.451
H 2.902468 2.506597 5.593324 -0.012 -0.002 0.005 0.479
H 1.375039 3.924062 4.281009 0.005 -0.005 0.001 0.514
H -0.205561 4.247315 2.916490 -0.009 0.012 0.009 0.630
H -0.205676 2.410570 0.495254 0.174 0.091 -0.543 -0.684
H 0.830792 3.744920 0.818393 0.015 -0.043 0.020 0.387
H -0.920423 4.013666 0.510364 0.001 -0.006 0.001 0.469
H -2.275609 2.031467 2.587118 0.021 -0.018 0.004 0.063
H -2.554295 3.775779 2.413180 0.016 0.001 -0.002 0.460
H -2.053447 3.110226 3.959066 -0.001 -0.011 -0.010 0.384
H -1.472812 -0.322052 4.566624 -0.010 -0.011 -0.013 0.720
H -2.773359 -2.389645 5.012667 -0.007 0.000 -0.007 0.530
H -3.138127 -4.047059 3.227239 0.008 0.005 0.008 0.478
H -2.255560 -3.649306 0.927139 0.003 0.013 0.001 0.557
N -2.131612 0.829495 -4.055317 0.009 0.013 -0.023 -0.365
C -1.611952 0.230590 -3.003897 -0.004 -0.029 0.031 0.884
N -1.955559 -1.011587 -2.699647 0.002 0.038 -0.044 -0.301
S -0.433442 1.132565 -2.083843 -0.129 0.038 0.037 -0.456
H -2.710370 0.344243 -4.727526 -0.003 -0.001 0.000 0.239
H -1.880255 1.783889 -4.264645 -0.005 0.001 -0.006 0.223
H -2.582868 -1.545869 -3.284874 -0.013 0.002 0.000 0.235
H -1.434324 -1.515623 -2.004985 0.017 -0.028 0.026 0.122
C 5.030374 -0.179607 -1.452801 -0.003 -0.001 0.012 -1.327
C 3.873373 -0.362159 -0.475908 -0.001 -0.007 -0.032 -0.282
S 2.518329 0.736324 -0.890477 0.085 0.008 -0.027 0.145
O 1.514370 0.476423 0.291558 -0.113 -0.003 0.034 -0.917
C 3.212986 2.357161 -0.536648 0.019 -0.015 0.011 -0.620
C 3.783345 2.520891 0.861313 0.003 -0.005 0.008 -1.078
H 5.780570 -0.939300 -1.239275 -0.006 -0.004 -0.005 0.408
H 5.511590 0.791278 -1.344544 0.001 -0.001 0.000 0.329
H 4.713502 -0.308674 -2.487453 0.004 0.011 -0.001 0.366
H 4.153590 -0.175052 0.559106 -0.013 0.014 0.007 0.135
H 3.436672 -1.358572 -0.551713 -0.004 -0.016 0.013 0.497
H 2.390284 3.044122 -0.749226 0.008 -0.003 -0.003 0.365
H 3.954762 2.520291 -1.322365 -0.009 -0.007 -0.012 0.655
H 3.081014 2.179256 1.624064 -0.008 0.015 -0.001 0.142
H 3.998675 3.574871 1.035090 -0.007 -0.003 0.006 0.426
H 4.720518 1.979374 0.980477 -0.004 0.005 -0.003 0.361
Cl -3.155628 3.348795 -0.944182 -0.016 0.003 -0.054 -0.031
C -4.007978 2.170622 -0.017092 0.061 -0.067 0.116 -0.497
Cl -2.984319 0.666443 0.377669 -0.062 0.020 -0.234 0.044
H -4.837035 1.751834 -0.574832 -0.031 0.000 0.002 0.438
H -4.298493 2.551950 0.954195 0.001 0.046 -0.004 0.379
```
Positions in Å, forces in eV/Å.

As for the molecular weight: 727.848 g/mol. The LUMO energy (alpha / beta) is -11.13 / -11.12 eV. The HOMO energy (alpha / beta) comes out at -0.6203 / -0.6202 Ha. Its net charge is +3.